DFT (ωB97M-V with the def2-TZVPD basis set) results for a cluster of 10 separate species, C38H67Cl18O8PS2 in total in a non-equilibrium geometry.

As for the maximum force: 2.23 eV Å⁻¹. As for the structure (SMILES): CCOP(=O)(CCC[C@@H]1C[C@@H](S)[C@](CCCCCCCCOC(C)=O)(CCc2ccccc2)S(=O)(=O)O1)OCC.ClCCl.ClCCl.ClCCl.ClCCl.ClCCl.ClCCl.ClCCl.ClCCl.ClCCl. The total energy comes out at -313237.7559 eV. Its charge is 0. The HOMO energy comes out at -9.0 eV. The HOMO-LUMO gap comes out at 9.2445 eV.

Each line ends with the Mulliken charge.
Geometry (Å):
C1 10.07230 -4.35133 2.55625  -1.1333
C2 8.75337 -3.56799 2.53659  -0.2344
O1 8.29244 -3.39023 1.17679  -0.3294
P1 8.86742 -2.15464 0.34728  0.6607
O2 9.95976 -2.51542 -0.57152  -0.7877
C3 7.46689 -1.49540 -0.56694  -0.7000
C4 6.10084 -1.68921 0.15352  -0.5506
C5 5.10000 -0.66450 -0.39996  -0.7790
C6 3.66718 -1.19262 -0.55520  0.7969
C7 3.00097 -0.41242 -1.67485  -0.9541
C8 1.47697 -0.57853 -1.80227  -0.4518
S1 1.05482 -2.08145 -2.75126  -0.3138
C9 0.72637 -0.37034 -0.42850  1.5445
C10 -0.74755 -0.78124 -0.54692  -2.1444
C11 -1.65023 -0.33671 0.60750  1.0123
C12 -3.09555 -0.10671 0.08784  -1.0012
C13 -4.17261 -0.53765 1.08046  -0.2511
C14 -5.57755 -0.41444 0.43320  -0.7544
C15 -6.37942 -1.72841 0.51272  0.0434
C16 -7.89696 -1.46420 0.63573  0.0780
C17 -8.40966 -1.84545 2.02446  -0.6561
O3 -8.77640 -3.25752 1.97201  -0.2320
C18 -9.95287 -3.49166 2.63035  0.6110
C19 -9.80178 -3.83195 4.08755  -0.8486
O4 -10.99408 -3.42595 2.06405  -0.5352
C20 0.88964 1.15252 -0.11366  -1.0289
C21 1.33751 1.50935 1.30761  -0.2866
C22 1.21029 3.02020 1.49362  -0.2150
C23 -0.06515 3.50288 1.82283  -0.2964
C24 -0.28217 4.86727 2.02227  -0.7393
C25 0.78800 5.74704 1.88531  -0.6912
C26 2.04841 5.27176 1.52497  -1.1157
C27 2.28357 3.90328 1.35428  0.1291
S2 1.52130 -1.46062 0.75349  1.6135
O5 0.96057 -1.34628 2.06152  -0.7172
O6 1.49603 -2.80527 0.24220  -0.8256
O7 3.03977 -1.00116 0.74703  -0.4670
O8 9.31673 -0.96861 1.32474  -0.1477
C28 10.72973 -0.86633 1.60277  -0.1045
C29 10.93137 -0.22473 2.96988  -1.2222
H1 10.64096 -4.08333 3.44452  0.2914
H2 10.63323 -4.18768 1.63975  0.3741
H3 9.83346 -5.41155 2.59434  0.3436
H4 8.78625 -2.63522 3.09473  0.2484
H5 7.99378 -4.18377 3.01283  0.4161
H6 7.57967 -0.41790 -0.68704  0.3990
H7 7.40102 -1.92181 -1.56577  0.3326
H8 5.75173 -2.71501 0.08126  0.3885
H9 6.29377 -1.43850 1.19722  0.2587
H10 5.40046 -0.31134 -1.38700  0.0696
H11 5.05104 0.20248 0.25918  0.3690
H12 3.72182 -2.26146 -0.74936  0.2446
H13 3.26460 0.64158 -1.57875  0.0329
H14 3.43504 -0.79221 -2.59764  0.8573
H15 1.11716 0.25413 -2.40748  0.7065
H16 0.52636 -2.91472 -1.84988  0.1839
H17 -1.12966 -0.43805 -1.50876  -0.4994
H18 -0.80837 -1.86878 -0.58678  0.7231
H19 -1.34050 0.60563 1.05583  -0.6680
H20 -1.72236 -1.07838 1.40054  0.4543
H21 -3.22571 0.93825 -0.19903  0.3426
H22 -3.20986 -0.67800 -0.83946  0.2267
H23 -3.98311 -1.57663 1.34623  0.0450
H24 -4.12355 0.13025 1.93863  0.2595
H25 -5.51275 -0.06440 -0.59621  0.3079
H26 -6.11696 0.34806 0.99802  0.4430
H27 -6.03923 -2.29690 1.37171  -0.0418
H28 -6.21858 -2.29260 -0.40740  0.2113
H29 -8.47856 -2.01658 -0.09937  -0.8051
H30 -8.13468 -0.40411 0.52792  0.6131
H31 -9.26498 -1.22533 2.29361  0.5189
H32 -7.63285 -1.75321 2.78886  0.2773
H33 -9.62103 -4.90150 4.16798  0.2711
H34 -8.95017 -3.28389 4.48403  0.2270
H35 -10.70876 -3.54749 4.60881  0.3355
H36 1.59149 1.62664 -0.79729  -0.1921
H37 -0.06386 1.65029 -0.27837  0.2464
H38 2.36393 1.23820 1.51160  0.6633
H39 0.67739 1.06696 2.04717  0.4668
H40 -0.87778 2.79460 1.93046  0.3288
H41 -1.27176 5.21568 2.28596  0.4514
H42 0.62461 6.80380 2.05071  0.3898
H43 2.85918 5.97827 1.40405  0.4396
H44 3.27291 3.56190 1.08537  0.7743
H45 11.25936 -0.31472 0.83188  0.3721
H46 11.15327 -1.86662 1.64399  0.1835
H47 10.08442 -0.44746 3.61580  0.2968
H48 11.83919 -0.61382 3.42426  0.3552
H49 11.01268 0.85805 2.89387  0.3389
Cl1 2.54362 4.27127 -2.28858  -0.0961
C30 0.96745 4.37498 -3.07793  -0.2680
Cl2 -0.32274 3.87578 -1.97784  -0.1339
H50 0.79623 5.39796 -3.38404  0.1277
H51 0.96209 3.72187 -3.94371  0.3542
Cl3 1.34206 6.34946 -5.60468  -0.1079
C31 2.62692 7.53706 -5.33731  -0.2729
Cl4 4.23176 6.82086 -5.51063  -0.1441
H52 2.51857 8.33065 -6.06656  0.3345
H53 2.52875 7.93122 -4.33261  0.2301
Cl5 -9.11604 -3.03091 -1.99185  -0.1441
C32 -10.24996 -4.37146 -1.80944  -0.2638
Cl6 -10.86046 -4.93106 -3.37618  -0.1858
H54 -9.74106 -5.19372 -1.32176  0.3302
H55 -11.08582 -4.03647 -1.20615  0.2425
Cl7 -2.02814 6.56256 -3.68241  -0.1507
C33 -3.20667 5.24353 -3.73858  0.2992
Cl8 -3.56221 4.74895 -5.39703  -0.1734
H56 -2.79702 4.39385 -3.20544  -0.2826
H57 -4.12389 5.57993 -3.27033  0.3227
Cl9 -14.92805 -2.00735 -3.97044  -0.1656
C34 -13.20459 -2.26711 -4.27395  -0.0071
Cl10 -12.22702 -0.90714 -3.70705  -0.1441
H58 -12.89036 -3.16155 -3.74997  0.0322
H59 -13.05383 -2.38218 -5.34061  0.2730
Cl11 -4.65261 0.51670 -3.63589  -0.1677
C35 -2.90634 0.25177 -3.68451  -0.4167
Cl12 -2.01539 1.60751 -2.97255  0.0528
H60 -2.67434 -0.64946 -3.12722  0.1743
H61 -2.59925 0.14377 -4.71786  0.4306
Cl13 3.30152 2.36037 3.62346  0.0123
C36 4.14223 1.41770 4.86316  -0.3117
Cl14 5.04738 2.44785 5.98267  -0.1842
H62 3.40719 0.85520 5.42644  0.3291
H63 4.83700 0.74419 4.37520  0.1993
Cl15 -5.91611 -3.36385 3.91072  -0.0870
C37 -4.16327 -3.57788 3.78467  -0.3357
Cl16 -3.27836 -2.21537 4.47587  -0.1563
H64 -3.88668 -4.47849 4.31921  0.3821
H65 -3.90316 -3.66645 2.73567  0.2064
Cl17 6.07768 2.69683 -1.91462  -0.1215
C38 6.35558 2.03606 -3.52750  -0.3471
Cl18 4.87858 1.34674 -4.22066  -0.1147
H66 6.69986 2.83284 -4.17567  0.3384
H67 7.10492 1.25587 -3.45878  0.2628